No. 1
Here is a 40-piece molecular cluster, H80O40 overall from the Open Molecules 2025 dataset. Energies are from ωB97M-V with the def2-TZVPD basis set.

Each line ends with the Mulliken charge.
Positions of all 120 atoms, in Å:
H: -1.442 0.332 0.929  0.060
H: -0.063 0.385 1.616  -0.311
O: -0.518 -0.024 0.899  0.447
H: 1.076 -5.896 2.504  0.303
H: 2.278 -4.889 2.502  0.294
O: 1.660 -5.301 3.038  -0.629
H: 0.497 0.283 -4.846  0.335
H: 0.686 1.052 -3.564  0.332
O: 0.463 1.253 -4.463  -0.863
H: 2.049 -1.117 2.324  0.167
H: 2.062 -1.238 3.899  0.234
O: 2.517 -0.798 3.101  -0.409
H: -3.667 4.407 -1.399  0.329
H: -5.079 3.756 -1.736  0.296
O: -4.063 3.537 -1.824  -0.612
H: 2.907 -2.681 4.799  0.286
O: 2.485 -3.372 5.271  -0.597
H: 3.984 1.955 0.209  0.460
O: 2.986 1.903 0.512  -0.467
H: 2.506 0.064 -1.937  0.269
H: 2.582 1.471 -0.970  0.221
O: 2.380 1.055 -1.903  -0.069
H: -1.369 1.445 4.476  0.224
H: -2.929 1.193 4.400  0.332
O: -2.181 1.857 4.493  -0.609
H: 4.232 0.268 3.076  0.248
H: 5.241 0.461 2.107  0.165
O: 4.404 1.009 2.344  -0.361
H: -2.911 -3.738 3.120  0.181
H: -2.811 -2.936 1.878  0.294
O: -2.424 -3.393 2.458  -0.481
H: -1.235 5.951 1.383  0.369
O: -1.221 5.657 0.363  -0.685
H: 2.288 0.817 -5.333  0.362
H: 3.376 0.093 -5.959  0.332
O: 2.501 0.373 -6.185  -0.595
H: 1.088 3.374 5.248  0.298
H: 0.633 1.825 5.711  0.293
O: 1.366 2.435 5.675  -0.595
H: -0.215 1.233 -1.834  -0.008
H: -0.734 0.142 -0.763  0.180
O: -0.507 0.317 -1.681  0.088
H: -2.171 -5.867 -0.134  0.316
H: -2.610 -5.427 1.097  0.259
O: -1.782 -5.885 0.878  -0.588
H: -4.674 -2.095 3.087  0.243
H: -4.875 -1.960 1.461  0.250
O: -4.329 -1.803 2.224  -0.545
H: -1.749 -1.693 -1.390  -0.201
H: -1.596 -1.148 -2.723  -0.010
O: -1.857 -1.918 -2.299  0.600
H: -2.649 2.170 -5.988  0.280
O: -2.936 1.448 -5.407  -0.614
H: -1.634 -3.701 -5.317  0.361
H: -0.954 -2.769 -4.318  0.190
O: -0.869 -3.768 -4.657  -0.640
H: -6.101 -1.627 -1.777  0.260
O: -5.861 -1.512 -0.931  -0.602
H: 4.014 3.304 2.298  0.231
H: 5.227 3.270 3.127  0.311
O: 4.862 3.808 2.468  -0.624
H: 2.043 3.771 -1.850  0.255
H: 2.729 5.179 -2.384  0.274
O: 2.496 4.641 -1.635  -0.624
H: 4.320 1.025 -4.168  0.175
H: 4.234 1.427 -2.547  0.386
O: 4.597 1.503 -3.448  -0.606
H: -1.711 -2.445 4.520  0.285
H: -1.415 -1.479 3.237  0.262
O: -1.782 -1.502 4.129  -0.601
H: -0.311 3.373 -3.360  0.312
H: -0.318 3.455 -1.858  0.086
O: -0.587 2.917 -2.497  -0.511
H: 0.497 4.107 1.382  0.297
H: 1.236 3.740 0.018  0.094
O: 0.493 3.391 0.650  -0.524
H: -1.470 -4.298 -1.426  0.241
H: -1.619 -5.035 -2.777  0.405
O: -1.265 -5.060 -1.788  -0.684
H: 0.476 -1.758 -2.818  0.291
H: 0.550 -0.326 -2.738  0.104
O: 0.944 -1.069 -3.293  -0.642
H: -3.674 1.480 0.320  0.228
H: -4.349 0.159 -0.276  0.108
O: -3.740 0.502 0.403  -0.270
H: 0.054 -3.143 1.332  0.197
H: 0.197 -1.580 1.330  0.219
O: 0.647 -2.385 1.356  -0.400
H: -1.680 -0.418 -5.055  0.199
O: -2.306 -0.967 -4.860  -0.469
H: 5.644 -2.171 2.885  0.301
H: 6.537 -1.088 2.287  0.316
O: 6.141 -1.321 3.117  -0.644
H: -3.104 1.888 -4.554  0.298
H: 2.411 -4.167 4.777  0.326
H: -4.876 -1.084 -0.773  0.437
H: 2.886 1.261 1.124  0.113
H: -0.556 4.985 0.262  0.373
H: -3.138 -0.555 -5.090  0.267
O: 4.725 -2.792 0.175  -0.548
H: 5.171 -2.482 -0.728  0.324
H: 5.198 -2.863 0.883  0.225
O: 0.095 2.001 2.641  -0.113
H: 0.425 2.985 2.660  -0.035
H: 0.681 1.321 3.070  0.107
O: -4.983 -3.466 -0.010  -0.563
H: -5.993 -3.473 -0.095  0.296
H: -4.660 -4.099 -0.758  0.260
O: 5.413 2.458 -0.655  -0.617
H: 6.161 3.016 -0.488  0.258
H: 4.873 2.997 -1.291  0.269
O: -1.195 5.248 3.014  -0.652
H: -2.001 4.617 3.389  0.355
H: -0.620 5.231 3.699  0.269
O: -3.252 -4.138 -2.953  -0.646
H: -3.172 -4.923 -3.568  0.282
H: -3.163 -3.268 -3.321  0.245
O: -2.755 2.483 1.458  -0.752
H: -2.543 1.964 2.300  0.264
H: -1.965 2.882 1.010  0.311

Values from the calculation:
HOMO ... -10.212 eV
Net charge ... 0

No. 2
Here is a 3-piece molecular cluster, C3H10NO3S overall from the Open Molecules 2025 dataset. Energies are from ωB97M-V with the def2-TZVPD basis set.

Each line ends with the natural charge from an NBO analysis.
Positions of all 18 atoms, in Å:
O: 1.531 3.074 -0.022  -0.654
C: 1.735 1.879 -0.175  0.523
N: 0.811 0.920 -0.223  -0.609
C: 1.036 -0.502 -0.531  -0.234
C: 0.168 -0.985 -1.708  -0.536
S: -0.852 -2.427 -1.283  -0.672
H: 2.760 1.505 -0.280  0.091
H: -0.161 1.193 -0.094  0.402
H: 0.757 -1.091 0.331  0.211
H: 2.107 -0.628 -0.729  0.183
H: 0.817 -1.222 -2.552  0.188
H: -0.470 -0.147 -2.010  0.181
H: -1.535 0.055 2.310  0.504
H: -0.233 0.848 2.214  0.461
O: -1.045 0.791 2.727  -0.984
H: -2.967 -0.502 0.497  0.465
H: -2.032 -1.714 0.451  0.502
O: -2.427 -1.047 1.076  -1.023

Values from the calculation:
HOMO ... -3.483 eV
Net charge ... -1

No. 3
Here is one molecule with the formula C5H10N2O from the Open Molecules 2025 dataset. Energies are from ωB97M-V with the def2-TZVPD basis set.

Each line ends with the Mulliken spin population.
Positions of all 18 atoms, in Å:
C: -0.778 -0.742 -0.051  0.572
C: -0.109 1.290 0.114  -0.045
C: 0.615 -0.063 -0.135  0.105
C: 1.285 -0.495 1.179  0.026
C: 1.515 -0.313 -1.344  0.034
N: -1.446 0.421 0.041  0.589
N: -2.770 0.780 0.079  -0.007
O: -1.181 -1.877 -0.167  0.641
H: -0.029 1.625 1.176  0.027
H: -0.045 2.048 -0.638  0.008
H: 1.037 -1.715 1.208  0.011
H: 0.856 0.014 2.077  -0.025
H: 2.313 -0.348 1.104  -0.001
H: 2.004 -1.330 -1.133  0.002
H: 2.292 0.398 -1.322  0.010
H: 0.993 -0.348 -2.329  -0.030
H: -3.403 0.402 0.817  0.055
H: -3.148 0.250 -0.675  0.028

Values from the calculation:
HOMO (alpha / beta) ... -3.845 / -9.295 eV
Net charge ... 0
2S+1 ... 3

No. 4
Here is C23H32F9FeGeN4O4SSe as an isolated structure from the Open Molecules 2025 dataset. Energies are from ωB97M-V with the def2-TZVPD basis set.

Each line ends with the Mulliken spin population.
Positions of all 76 atoms, in Å:
Fe: -0.671 1.130 -0.015  3.252
C: 1.795 2.369 3.656  0.000
C: 0.717 1.997 2.681  0.009
N: 0.685 2.411 1.475  -0.011
O: 1.701 3.234 1.040  0.005
C: -0.361 1.099 3.068  0.015
C: -0.560 0.634 4.482  0.005
N: -1.131 0.694 2.094  0.054
O: -2.135 -0.068 2.285  0.010
H: 2.615 2.845 3.124  0.000
H: 2.156 1.473 4.162  0.000
H: 1.413 3.061 4.410  0.000
H: 1.509 3.224 0.073  0.004
H: -0.592 1.474 5.182  0.000
H: 0.232 -0.051 4.801  0.001
H: -1.506 0.095 4.517  0.000
Se: -1.776 -0.217 -1.359  0.811
F: -0.040 3.524 -4.658  0.000
C: -0.099 2.728 -3.550  -0.010
F: 0.259 1.498 -3.944  0.003
F: -1.377 2.709 -3.182  0.005
C: 0.827 3.240 -2.390  0.040
O: 0.652 2.639 -1.224  -0.021
C: 2.318 3.039 -2.861  -0.001
F: 2.703 1.776 -2.661  -0.001
F: 3.154 3.825 -2.142  -0.001
F: 2.550 3.322 -4.167  0.000
C: 0.587 4.794 -2.268  -0.002
F: -0.720 5.111 -2.310  0.000
F: 1.197 5.524 -3.239  0.000
F: 1.060 5.243 -1.095  0.000
C: 3.355 -2.518 -2.847  0.010
C: 1.893 -2.781 -3.199  0.006
C: 0.940 -2.034 -2.268  0.100
N: 0.944 -2.627 -0.941  0.050
C: 1.010 -1.938 0.206  0.043
S: 1.338 -0.252 0.266  0.074
N: 0.895 -2.603 1.373  -0.045
C: 0.692 -3.970 1.709  0.146
O: 0.095 -4.193 2.783  0.206
C: 1.231 -5.017 0.871  0.062
C: 0.603 -6.290 0.888  0.156
C: 1.092 -7.334 0.137  -0.116
C: 2.251 -7.182 -0.639  0.266
C: 2.921 -5.957 -0.612  -0.110
C: 2.438 -4.898 0.128  0.174
H: 4.028 -3.040 -3.530  -0.001
H: 3.567 -2.855 -1.832  -0.004
H: 3.566 -1.448 -2.898  0.002
H: 1.685 -3.855 -3.140  0.008
H: 1.694 -2.459 -4.225  0.001
H: -0.078 -2.042 -2.666  -0.032
H: 1.240 -0.991 -2.175  -0.034
H: 0.542 -3.554 -0.868  0.008
H: 0.661 -1.997 2.150  -0.002
H: -0.283 -6.407 1.498  0.031
H: 0.571 -8.286 0.140  -0.006
H: 2.635 -8.009 -1.225  0.030
H: 3.840 -5.839 -1.178  -0.011
H: 2.991 -3.970 0.175  0.046
C: -4.863 3.999 0.509  -0.013
Ge: -3.850 2.330 0.978  -0.014
C: -4.839 0.838 0.164  0.044
C: -3.956 2.319 2.953  0.002
C: -2.095 2.596 0.189  -0.245
H: -5.887 3.951 0.890  -0.003
H: -4.905 4.140 -0.574  0.001
H: -4.379 4.874 0.947  0.001
H: -5.913 0.897 0.356  0.005
H: -4.446 -0.106 0.540  -0.009
H: -4.668 0.857 -0.914  -0.008
H: -4.989 2.490 3.267  0.000
H: -3.334 3.115 3.368  0.001
H: -3.613 1.364 3.347  -0.001
H: -1.532 3.347 0.747  0.003
H: -2.247 2.957 -0.830  0.010

Values from the calculation:
HOMO (alpha / beta) ... 0.181 / -2.284 eV
Net charge ... -2
2S+1 ... 6

Results for energy above the lowest of the compared OMol25 structures with the same formula, charge and spin: 1556.4 43.0 207.3 58.1 (in kJ/mol, following the order of the records).